The following is a quantum chemistry calculation of 13 unconnected molecules or ions with the total composition C37H104F3N16O15S in a non-equilibrium geometry, from the OMol25 dataset.

CARTESIAN COORDINATES (ANGSTROEM)
S -0.22788 0.76376 1.75792
F 0.70584 -1.23043 0.24243
F -1.28365 -1.60228 1.01843
F -1.04498 -0.25168 -0.60319
O -1.62288 -0.50517 -5.16722
O 0.48550 -1.36946 6.40028
O 5.38598 2.06583 1.66934
O -4.23113 -3.70518 -1.90208
O 3.85535 -2.66444 -2.64570
O 4.42190 -2.40406 2.65217
O 1.15298 7.81074 1.91232
O -1.44169 0.75051 2.57197
O 3.44217 3.02362 -3.55241
O -6.07292 0.56065 3.70469
O 2.74636 1.46524 7.06403
O -0.09194 2.00559 1.01330
O -0.04588 -5.34760 3.27600
O -3.77541 1.81373 -1.83367
O 1.03617 0.42142 2.42258
N 1.84357 0.71020 5.11654
N 3.05413 2.27225 1.78857
N 3.13370 -2.92479 6.01512
N -4.42917 2.10643 3.30555
N -1.46689 1.69115 -8.16497
N 1.05344 4.70836 2.59140
N 3.42876 2.36812 5.09013
N -0.54446 -4.23667 -2.65617
N -3.92812 -0.10409 3.22357
N 4.04580 0.30251 2.08538
N -1.45251 -1.95095 7.40151
N -1.53763 -0.97273 5.35846
N 1.47011 4.07427 -0.61021
N 0.91654 -3.08201 -4.95030
N -5.13691 5.25511 -2.19438
N 0.67737 -6.40641 -0.23188
C -2.00905 0.32095 -4.07084
C -0.20908 -5.84197 0.78836
C -1.93645 -3.76164 -2.86239
C 1.64475 9.05016 2.37850
C -2.10908 0.77190 -7.21241
C 0.48907 7.10702 2.96207
C -1.07732 0.24652 -6.25397
C -3.81598 3.18345 -2.17778
C 4.11979 -2.77711 1.31276
C -0.74105 -1.46139 6.36357
C -2.88889 -4.07116 -1.66097
C -5.14539 3.85509 -1.81933
C 2.71271 3.92991 -2.73364
C 2.63271 1.55639 5.84529
C 4.25266 1.61927 1.77395
C -3.49271 1.42509 -0.51458
C 2.04731 3.15781 -1.59334
C -0.45875 -0.68289 0.53736
C -0.63308 -4.05993 3.16431
C -0.90373 5.17416 3.80275
C 4.00123 -2.38787 4.96221
C -2.86798 -0.35358 -7.91892
C 2.77832 -3.28571 -3.31651
C -4.50655 -2.39637 -2.35878
C -4.91441 0.83393 3.44161
C 1.96302 -2.32995 -4.21383
C 0.95690 2.22964 -2.12397
C -1.43088 -6.72311 0.94740
C 3.37422 -2.70332 3.59081
C 0.60091 -5.73794 2.08366
C -0.02271 5.74386 2.64909
C 5.39502 -3.05861 5.08790
C -6.35862 3.21999 -2.49967
C -2.41210 -4.24574 -4.22656
C 1.32083 -1.20534 -3.47162
C 4.22987 3.67196 -4.51490
C 4.71964 -3.65240 -2.10924
H -1.65734 -3.95713 -4.95569
H -1.16083 -3.96474 2.21271
H 3.18202 -3.78016 3.56924
H 2.00352 -0.64228 -2.82640
H 2.71541 -1.94471 -4.91048
H 5.43356 -4.13131 4.89332
H 0.21419 -2.40495 -5.24068
H 3.00068 -4.17571 -3.91345
H -2.08863 -1.06621 -8.19991
H -2.28076 -0.23865 -3.17467
H 1.59988 0.94024 4.14805
H -2.99823 0.22649 2.96635
H -6.60964 2.25767 -2.05317
H 1.27268 -4.90186 1.83622
H -5.01783 2.84192 3.65381
H 4.67262 2.97394 -5.22203
H -0.48779 -0.53517 -6.74818
H -0.35565 0.98321 -5.88756
H -2.44511 -2.04535 7.36681
H 1.71655 5.09977 1.91723
H -1.10803 -7.65135 1.41843
H 5.01892 4.32240 -4.12190
H 2.21728 1.77305 2.07574
H 0.99976 3.48384 0.07307
H 3.61379 4.36649 -5.10132
H 0.18298 -3.34270 3.28096
H -2.51843 1.81198 -0.20161
H -5.29288 3.74911 -0.74055
H 4.85486 -0.27084 1.92871
H 2.84991 2.52110 -1.20220
H 3.03873 -2.62478 1.21795
H 2.09023 -3.68428 -2.55885
H 5.91242 -2.80975 6.01827
H -0.25529 4.79336 4.59019
H -4.09724 -2.10344 -3.32777
H -2.68518 -5.28681 -4.41213
H -2.25211 1.99089 -8.74779
H -1.11583 0.83760 -3.70156
H -1.44332 5.98964 4.29445
H 2.40405 8.97252 3.16005
H -3.35646 -3.71699 -4.37153
H 0.57466 -1.58578 -2.76600
H -2.17161 -6.20847 1.56626
H 3.05144 3.27283 1.70038
H -2.81999 1.01335 -4.29655
H 0.43977 -3.51535 -4.14566
H 2.48497 -2.08754 3.43210
H -3.43166 2.20180 3.21972
H 3.12211 -0.08040 2.16627
H -0.14297 -3.84432 -1.80823
H -2.89519 3.66975 -1.83538
H 4.32825 -3.84837 1.23656
H -1.39432 -3.95141 3.93564
H 0.84914 -7.36028 0.08472
H 5.66282 -3.87632 -2.61534
H -1.82693 -2.68545 -3.02354
H 2.09768 9.63238 1.57591
H 1.16941 -6.63937 2.31052
H -2.78116 1.23628 -6.47235
H 4.21666 -4.57451 -1.81167
H -4.23063 5.67261 -2.01519
H -1.91012 -6.81494 -0.02892
H -1.18150 -0.27154 4.73147
H -4.29718 1.78027 0.13914
H -7.22344 3.82997 -2.22317
H -0.46887 -4.87692 0.34232
H 5.11174 -3.26235 -1.16602
H 1.18171 7.01280 3.80569
H 0.83066 9.69460 2.72662
H -5.58724 -2.28763 -2.45119
H 1.36902 0.00915 5.69214
H 0.12097 2.88717 -2.37259
H -2.93998 -5.15069 -1.51088
H -1.45982 2.54743 -7.60336
H 0.13278 -6.53813 -1.07685
H -5.32294 5.32111 -3.18817
H 3.50579 2.21585 4.10458
H 2.25329 -2.41489 6.02034
H -0.64201 -5.23340 -2.48257
H 0.86404 -0.44142 -4.10193
H -3.48483 0.34122 -0.41353
H -6.35043 3.19503 -3.58983
H 1.32781 1.67182 -2.98221
H -3.73169 3.15914 -3.26989
H 1.92956 4.41260 -3.32782
H 4.09005 2.84155 5.68117
H -2.49921 -1.10210 5.58673
H -4.30243 -1.02880 3.10514
H -2.42828 -3.62457 -0.77281
H -4.21264 -1.66344 -1.60118
H -3.52519 -0.82100 -7.19016
H 2.19943 4.54423 -0.08493
H -0.37484 7.73945 3.19524
H -0.57692 5.64939 1.71103
H 0.74474 3.92322 2.02197
H -0.82322 -2.03626 8.18714
H 3.65083 -2.61311 6.83361
H 4.63448 -2.14794 0.59113
H 6.10033 -2.64681 4.36277
H -3.31880 0.05978 -8.81927
H -1.55719 4.40050 3.40793
H 4.19123 -1.31089 5.00923
H 3.39612 4.66486 -2.29779
H 0.68753 1.51557 -1.34845

Output
Charge = -1
Maximum force = 0.0554 hartree/bohr
Calculated total energy = -113599.5982 eV

The following is a quantum chemistry calculation of 15 unconnected molecules or ions with the total composition C37H104O15 in a non-equilibrium geometry, from the OMol25 dataset.

CARTESIAN COORDINATES (ANGSTROEM)
O 1.76018 -1.73719 -4.02500
O -1.05267 -1.15613 -0.06423
O -0.90841 -1.81516 -2.79031
O 4.28186 2.20411 -2.85938
O 4.13745 -1.32489 4.27171
O -1.00356 -6.44697 0.84365
O 1.60374 -1.44512 5.03623
O -0.47912 1.81703 -6.05634
O -5.71140 2.75401 -0.18059
O -0.09245 5.50632 -2.14198
O 3.59711 -0.67768 -2.36109
O -2.49185 -1.32876 4.67575
O -2.30015 -2.12902 2.01526
O 0.08435 2.04719 7.18329
O -4.63190 3.34667 2.33847
C -5.37577 0.57406 0.81020
C -2.31607 4.59134 -1.61354
C 4.31167 0.90802 3.59360
C -2.16411 1.20173 -4.54070
C 5.22172 -2.34585 -2.96763
C -4.13969 1.32907 -1.30587
C 0.65441 -4.83673 0.20601
C -0.38254 4.65502 0.02629
C 4.70909 -0.49597 3.26469
C -1.72366 1.31646 -6.00264
C 3.44143 -2.82330 -1.21291
C 3.14430 2.87441 -2.60499
C -0.61489 0.67314 1.42354
C 0.79025 2.80579 6.22251
C -1.77078 -0.01763 -6.68070
C 1.15929 -2.29427 -6.24863
C -3.52284 0.72156 4.15103
C 2.03303 2.25088 -3.53935
C 2.20891 2.26265 6.31130
C 0.41439 0.50160 -0.92466
C 0.07347 -5.61539 1.34975
C -3.71945 -0.66432 4.77337
C 4.07360 -1.01274 1.96691
C 0.12869 2.49931 4.87610
C 4.34797 -1.71894 -1.82054
C -0.03464 -0.27070 0.31059
C 0.81413 -2.33879 4.20408
C 1.75895 -1.25744 -5.32765
C -5.43141 1.40607 -0.46875
C 1.10253 -6.57246 1.94493
C -3.39202 4.00457 2.40905
C -2.64004 -3.49998 1.85833
C -0.78082 4.51692 -1.42006
C 3.33687 4.35655 -2.81870
C -4.76973 -1.42134 3.99942
C -0.83098 -3.18908 -2.50086
C 3.14919 -0.95715 -5.69988
H -4.93567 3.26353 1.43160
H 1.96023 -6.04629 2.36398
H -1.91050 -0.96811 5.34922
H 4.74358 1.48930 2.77894
H -3.68337 -3.60918 1.56228
H 0.95049 -0.14618 -1.61826
H 0.77253 -0.84855 0.76077
H 0.69278 4.80340 0.12518
H -6.23707 0.88684 -0.98780
H 4.22517 4.67574 -2.27360
H -0.67530 0.10567 2.35221
H -0.45543 3.57342 -1.85826
H -3.79783 0.30941 -1.48345
H -1.47709 -3.49755 -1.67897
H 4.50997 -0.51677 1.09991
H -4.55225 0.88189 1.45452
H 0.14100 -2.59196 -5.99849
H -0.16908 -5.03283 2.23851
H 2.59517 2.40951 7.31993
H -1.17096 -0.77275 -6.17265
H 1.51278 -7.14163 1.11077
H -3.13923 4.28234 3.43230
H 1.18615 -1.85793 -7.24712
H 5.82128 -3.14565 -2.53297
H -3.31948 1.78657 -0.75265
H -3.44178 4.86164 1.73744
H 5.79427 -0.58559 3.21528
H -5.18989 -0.47895 0.59877
H 0.07438 1.44850 1.75793
H 4.70808 1.32837 4.51786
H -2.79129 -0.40043 -6.69181
H -0.83018 3.01052 4.79054
H -4.48822 1.19445 3.97068
H 4.19521 -2.08909 1.84537
H -0.45035 1.02745 -1.32938
H 0.89585 3.86589 6.45302
H 0.13054 1.12574 6.91795
H 1.31549 -2.42715 3.24027
H 2.70114 -2.39806 -0.53524
H -0.09533 -1.78380 3.97392
H 0.86009 2.82487 4.13639
H -2.48165 -1.83904 2.91224
H 3.58369 4.61708 -3.84793
H 1.08008 2.65815 -3.20152
H -2.57559 3.95200 -2.45734
H 3.00674 -0.84875 1.81518
H -0.23394 6.33488 -1.67822
H 0.14246 -3.88522 0.06237
H -0.72374 3.86587 0.69630
H 3.68028 -0.27964 -5.03128
H -1.15621 -3.75208 -3.37570
H 0.84222 -1.75185 -3.74438
H 0.75952 -7.26751 2.71132
H 2.53036 -1.45994 4.78572
H -0.90901 -1.28569 -1.98952
H -2.87500 1.41030 4.69328
H 2.92268 2.62287 5.57045
H 2.79274 2.59554 -1.61165
H 2.89641 -3.29222 -2.03215
H -2.70573 3.24754 2.02956
H -2.89129 4.18540 -0.78140
H -4.09697 -0.58536 5.79285
H -1.36524 0.75161 -3.95138
H -2.69289 5.57456 -1.89525
H 2.12239 2.51491 -4.59310
H 1.24067 -0.30275 -5.41741
H -4.32633 1.89418 -2.21906
H 5.82096 -1.58205 -3.46324
H -3.21239 0.62876 3.11031
H 4.82945 -1.30282 4.93672
H 0.61181 -3.37054 4.49160
H -0.91702 5.53341 0.38803
H -6.29479 0.67925 1.38677
H -1.52644 -1.41665 0.72904
H -2.36290 1.99383 -6.56889
H 2.19214 1.20762 6.03795
H 4.65948 -2.83406 -3.76365
H 1.90580 1.17168 -3.45430
H -2.11304 2.16410 -4.03145
H -1.40685 0.04692 -7.70612
H 1.21893 1.20257 -0.70228
H -4.96151 -2.38947 4.46208
H -3.13418 0.74354 -4.34801
H 5.08624 -1.29059 -1.14263
H 3.11813 -0.48811 -6.68332
H 2.49683 5.00777 -2.57714
H -4.55284 -1.54856 2.93882
H -5.70165 -0.88091 4.16547
H 3.22921 0.98812 3.69339
H 0.16467 -3.56403 -2.26381
H -2.00395 -3.83238 1.03796
H -0.46229 2.70351 -5.68829
H 4.10795 1.29078 -2.62026
H -5.74479 3.21311 -1.02303
H -1.57380 1.12249 1.16534
H 1.75825 -3.20422 -6.28522
H -2.57303 -4.11558 2.75535
H -0.02163 1.45383 4.60687
H 1.68258 -4.56285 0.44256
H 0.65571 -5.47601 -0.67684
H 3.00081 -1.04876 -3.01555
H 3.77033 -1.85145 -5.74994
H 3.91425 -3.66839 -0.71254
H -1.26056 -6.94625 1.62228

Output
Maximum force = 0.0702 hartree/bohr
Calculated total energy = -70765.1434 eV

Respective highest occupied orbital energy values: -6.871 -9.086 eV.
Respective energy above the lowest of the compared OMol25 structures with the same formula, charge and spin values: 23.3 22.7 kcal/mol.
Respective HOMO-LUMO gap values: 8.815 9.534 eV.